(1)
C5H10AgF6N3O13S2 | the ωB97M-V functional and the def2-TZVPD basis

Each line ends with the Löwdin charge.
CARTESIAN COORDINATES (ANGSTROEM)
Ag (-0.816590, -0.664834, 1.333677)  0.976
C (-4.207377, 3.352242, -2.993600)  -0.645
F (-4.822626, 3.024213, -1.881616)  0.149
F (-5.021133, 3.810189, -3.924455)  0.147
F (-3.258523, 4.276007, -2.708060)  0.106
S (-3.370266, 1.745400, -3.795950)  0.664
O (-4.210595, 0.630066, -3.467739)  -0.328
O (-3.290754, 1.947135, -5.215877)  -0.307
N (-1.836662, 1.585021, -2.861435)  -0.307
S (-0.763586, 2.279026, -3.736212)  0.487
O (-1.092078, 3.496362, -4.413093)  -0.318
O (0.441027, 2.384002, -2.921804)  -0.357
C (-0.223481, 0.951866, -5.129649)  -0.568
F (-1.130116, -0.046601, -5.162952)  0.095
F (-0.080264, 1.601579, -6.338977)  0.078
F (0.976538, 0.431060, -4.848202)  0.107
O (3.045891, 4.382000, 4.558117)  0.179
C (2.867653, 3.077088, 4.509384)  -0.781
O (2.061391, 2.592921, 3.731958)  0.190
O (3.446604, 2.360215, 5.339598)  0.278
H (2.590247, 4.732729, 3.789385)  0.134
O (-0.984251, -5.521422, 6.537487)  0.052
C (-0.099162, -4.729666, 5.975493)  -0.909
O (1.052318, -4.526075, 6.536992)  -0.127
O (-0.590034, -3.996764, 5.129137)  -0.086
H (-1.742179, -5.277142, 6.001326)  0.084
O (-4.302871, 1.526853, 3.362744)  -0.056
H (-5.174996, 1.426477, 3.744264)  0.030
H (-4.019200, 2.398506, 3.638412)  0.028
O (-2.846072, -3.866645, -0.205941)  -0.059
H (-3.764773, -4.012059, -0.431942)  0.031
H (-2.490838, -4.744806, -0.068492)  0.032
C (5.013809, -2.115000, -0.462167)  -0.865
O (3.800550, -2.193153, -0.285678)  0.009
N (5.678447, -1.015546, -0.656673)  0.169
N (5.685003, -3.136246, -0.454374)  0.180
H (5.088304, -0.200315, -0.741737)  0.121
H (6.672607, -0.927202, -0.501976)  0.112
H (6.653282, -3.134113, -0.741643)  0.130
H (5.064757, -3.903373, -0.237729)  0.144

Forces on atoms 1 to 3 (eV/Å):
-0.0092 -0.2138 -0.0563
2.6527 -1.0290 -1.0563
-0.5576 0.1009 0.1992

Values from the calculation:
2S+1   2
Net charge   -1
HOMO (alpha / beta)   -4.4 / -4.4 eV
HOMO-LUMO gap (alpha / beta)   2.51 / 1.95 eV
LUMO level (alpha / beta)   -1.8 / -2.4 eV
Expectation value of S²   0.76
Energy above the lowest of the compared OMol25 structures with the same formula, charge and spin   7.440 eV

=====

(2)
C3H14O3S2 | the ωB97M-V functional and the def2-TZVPD basis

Each line ends with the Löwdin charge.
CARTESIAN COORDINATES (ANGSTROEM)
C (-0.391464, 1.721555, 1.230615)  -0.170
C (-0.779749, 2.179295, -0.162157)  -0.632
S (0.545939, 2.434440, -1.296145)  0.896
S (0.399285, -1.159240, -2.830849)  0.731
C (0.329845, -2.387393, -1.513488)  -0.443
H (0.131795, 2.530478, 1.756419)  0.081
H (0.390077, 0.986049, 1.111465)  0.030
H (-1.209311, 1.246335, 1.778642)  0.063
H (-1.527558, 1.493593, -0.591948)  0.101
H (-1.329259, 3.137667, -0.170488)  0.092
H (0.072652, -3.341326, -1.926228)  0.026
H (1.315227, -2.322314, -1.051410)  0.029
H (-0.392307, -2.106589, -0.735757)  0.024
H (2.944133, 0.404811, 0.499109)  0.052
H (2.336717, 1.207044, -0.641860)  -0.101
O (2.566077, 0.320557, -0.386493)  -0.099
H (0.110371, -2.192360, 1.807009)  -0.018
H (-3.034197, -1.049175, 1.203013)  0.020
O (0.046447, -1.369585, 1.359742)  -0.187
H (0.762641, -0.064466, -2.134841)  -0.226
H (-1.120072, -1.078506, 1.420149)  -0.070
O (-2.167284, -0.590876, 1.275501)  -0.199

Forces on atoms 1 to 3 (eV/Å):
0.9232 0.4142 -0.1009
0.4725 0.1106 0.6327
-1.1841 -0.2941 -0.0009

Values from the calculation:
Net charge   0
HOMO   -8.7 eV
HOMO-LUMO gap   3.39 eV
LUMO level   -5.3 eV
Energy above the lowest of the compared OMol25 structures with the same formula, charge and spin   7.387 eV

=====

(3)
C3H4CuO2 | the ωB97M-V functional and the def2-TZVPD basis

Each line ends with the Löwdin charge.
CARTESIAN COORDINATES (ANGSTROEM)
C (0.358161, 0.702131, 0.769347)  -0.225
C (0.354538, 1.016892, -0.589035)  0.101
H (1.241425, 0.883038, -1.213744)  0.122
H (-0.481256, 1.662911, -0.888377)  0.117
C (-0.777066, -0.425214, 0.089990)  -0.178
O (-0.681193, -1.461488, -0.546296)  -0.054
Cu (-1.612178, -3.070550, -1.256463)  0.791
H (-1.750133, -0.153972, 0.545663)  0.137
O (1.409112, 0.100119, 1.300249)  0.051
H (1.938590, 0.746132, 1.788665)  0.139

Forces on atoms 1 to 3 (eV/Å):
-1.4041 -3.6540 -2.7429
-0.2762 1.5292 0.9367
-0.1615 0.3873 0.0111

Values from the calculation:
Net charge   +1
HOMO (alpha / beta)   -12.6 / -12.6 eV
HOMO-LUMO gap (alpha / beta)   6.87 / 6.88 eV
LUMO level (alpha / beta)   -5.7 / -5.7 eV
Energy above the lowest of the compared OMol25 structures with the same formula, charge and spin   3.594 eV

=====

(4)
C10H24Hg2O14 | the ωB97M-V functional and the def2-TZVPD basis

Each line ends with the Löwdin charge.
CARTESIAN COORDINATES (ANGSTROEM)
Hg (-2.716427, -0.645630, -0.076662)  0.677
Hg (-0.502377, -5.494940, -0.854442)  0.432
C (0.987173, -1.808350, -0.600702)  -1.000
O (0.084273, -2.083180, -1.397732)  0.170
O (0.709183, -0.909120, 0.154888)  0.163
O (1.556663, -2.825740, -0.267512)  0.170
C (-4.065817, -4.261600, -0.581342)  -0.971
O (-3.689477, -5.169630, -1.340172)  0.176
O (-4.623827, -3.281450, -1.007882)  0.219
O (-3.261707, -4.039080, 0.332988)  0.164
C (2.800443, 2.412270, 2.742638)  -0.219
C (1.904013, 1.871640, 3.923748)  -0.231
O (1.558483, 0.505810, 3.870218)  -0.070
O (2.038713, 2.628470, 1.566258)  -0.078
H (3.580423, 1.705450, 2.459578)  0.117
H (3.194193, 3.394970, 3.002208)  0.115
H (0.947213, 2.387630, 4.003648)  0.114
H (2.467923, 1.994330, 4.848448)  0.113
H (1.233153, 0.273890, 2.997308)  0.066
H (1.803483, 1.729880, 1.323748)  0.059
C (5.072273, -2.935030, 2.764558)  -0.213
C (5.994043, -2.636840, 1.564048)  -0.254
O (5.294863, -2.019750, 0.524988)  -0.067
O (4.148003, -3.995450, 2.431678)  -0.059
H (4.550683, -2.023440, 3.056198)  0.113
H (5.708363, -3.162770, 3.619908)  0.116
H (6.435473, -3.547550, 1.159268)  0.116
H (6.805963, -1.958010, 1.824928)  0.118
H (4.375033, -2.287760, 0.464268)  0.058
H (3.660153, -3.674530, 1.669698)  0.053
C (-0.884927, 1.142170, -4.871922)  -0.247
C (-2.441897, 1.461460, -4.640412)  -0.181
O (-2.884517, 0.537790, -3.628522)  -0.136
O (-0.683577, -0.219470, -5.087252)  -0.064
H (-0.233137, 1.498770, -4.074352)  0.109
H (-0.439197, 1.697310, -5.697292)  0.109
H (-3.025947, 1.202920, -5.523672)  0.112
H (-2.582457, 2.476590, -4.269122)  0.110
H (-3.019377, -0.279740, -4.113362)  0.072
H (-0.775437, -0.647440, -4.232842)  0.075
C (-3.490967, 3.666460, 0.302538)  -0.264
C (-4.894087, 3.028040, -0.014482)  -0.200
O (-5.139287, 1.669700, 0.373338)  -0.151
O (-2.510847, 2.716580, 0.080938)  -0.125
H (-3.442307, 4.151970, 1.277218)  0.107
H (-3.273477, 4.557200, -0.286852)  0.112
H (-4.931967, 2.946640, -1.100782)  0.109
H (-5.723207, 3.615500, 0.379898)  0.115
H (-6.012677, 1.491240, 0.729618)  0.080
H (-1.661237, 3.141800, 0.218568)  0.092

Forces on atoms 1 to 3 (eV/Å):
0.0893 0.0652 -0.1414
0.1049 -0.0926 -0.0624
-3.0695 -1.4338 2.8388

Values from the calculation:
Net charge   0
HOMO   -8.8 eV
HOMO-LUMO gap   3.67 eV
LUMO level   -5.2 eV

=====

(5)
C27H28N6O2PtSbSe2 | the ωB97M-V functional and the def2-TZVPD basis

Each line ends with the Löwdin charge.
CARTESIAN COORDINATES (ANGSTROEM)
Pt (-0.175177, 0.551826, -0.490024)  0.733
C (-0.485479, 2.208691, -3.405373)  -0.024
C (-1.781038, 1.844945, -2.752832)  -0.298
C (-2.966110, 1.918417, -3.476057)  -0.002
C (-4.165337, 1.605362, -2.878316)  -0.035
C (-4.178596, 1.279754, -1.528746)  -0.109
C (-2.984903, 1.207481, -0.838629)  -0.427
N (-1.803376, 1.461908, -1.457532)  -0.090
Sb (-3.124181, 0.707702, 1.257880)  1.556
C (-1.284778, 1.732017, 1.823226)  -0.425
C (-1.363889, 2.407575, 3.024687)  -0.115
C (-0.408370, 3.363280, 3.348859)  -0.024
C (0.549746, 3.683183, 2.417184)  -0.005
C (0.610443, 2.985432, 1.214014)  -0.305
C (1.600409, 3.384426, 0.164853)  -0.027
N (-0.253741, 1.980417, 0.973971)  -0.133
C (-2.844867, -1.415882, 0.995287)  -0.478
C (-4.056597, -2.033641, 0.719940)  -0.139
C (-4.061394, -3.408538, 0.526018)  -0.040
C (-2.867253, -4.092855, 0.639078)  -0.030
C (-1.697447, -3.391638, 0.930251)  -0.334
C (-0.380192, -4.102938, 1.034134)  -0.042
N (-1.692318, -2.064016, 1.101413)  0.040
H (-0.414262, 1.751270, -4.391743)  0.099
H (0.365528, 1.892140, -2.812425)  -0.004
H (-0.432729, 3.290968, -3.541703)  0.100
H (-2.922316, 2.202046, -4.518378)  0.130
H (-5.083744, 1.612395, -3.449153)  0.125
H (-5.112893, 1.063919, -1.028113)  0.100
H (-2.188340, 2.209715, 3.696837)  0.094
H (-0.449144, 3.883107, 4.297049)  0.124
H (1.261750, 4.477733, 2.593740)  0.130
H (1.491649, 4.450397, -0.042781)  0.104
H (1.454126, 2.826062, -0.751091)  0.019
H (2.623359, 3.233643, 0.517248)  0.080
H (-4.979353, -1.466088, 0.662398)  0.086
H (-4.980931, -3.929728, 0.293866)  0.120
H (-2.822070, -5.161217, 0.483117)  0.115
H (-0.517069, -5.181264, 1.068610)  0.084
H (0.161170, -3.780637, 1.924007)  0.075
H (0.239318, -3.874740, 0.163874)  0.070
O (4.150149, -2.347431, 1.706507)  -0.048
C (4.369267, -1.521894, 0.588349)  -0.243
C (4.013337, -0.040739, 0.842420)  -0.582
C (5.162323, 0.630702, 1.616374)  -0.187
O (5.495646, -0.106728, 2.785017)  -0.035
C (2.724813, 0.085874, 1.633280)  -0.444
Se (1.284071, -0.879719, 0.779139)  0.852
C (3.848223, 0.663669, -0.496597)  -0.466
Se (2.229170, 0.202131, -1.484724)  0.810
H (4.758248, -2.062821, 2.398724)  0.085
H (3.738753, -1.913058, -0.212570)  0.095
H (5.409188, -1.573345, 0.246743)  0.143
H (4.901544, 1.665340, 1.863135)  0.134
H (6.049492, 0.656287, 0.977841)  0.138
H (5.290187, 0.400134, 3.574697)  0.107
H (2.425638, 1.118666, 1.803329)  0.066
H (2.851395, -0.411907, 2.597094)  0.087
H (4.634111, 0.338306, -1.183968)  0.086
H (3.907377, 1.752011, -0.407989)  0.061
N (-0.439461, -0.911947, -1.800190)  -0.076
C (-1.218144, -1.696054, -2.186658)  -0.139
C (-2.140892, -2.596176, -2.632594)  -0.245
C (-3.323010, -2.070460, -3.217630)  -0.213
N (-4.286636, -1.600269, -3.640045)  0.159
C (-1.937312, -3.984446, -2.423895)  -0.220
N (-1.777062, -5.108743, -2.234466)  0.173

Forces on atoms 1 to 3 (eV/Å):
-1.1842 0.9894 0.6457
-0.0196 -0.0417 -0.0145
-0.0645 -0.0192 0.1623

Values from the calculation:
Net charge   +1
HOMO   -10.7 eV
HOMO-LUMO gap   6.26 eV
LUMO level   -4.4 eV
Energy above the lowest of the compared OMol25 structures with the same formula, charge and spin   0.000 eV

=====

(6)
C14H22BN4O2PtS | the ωB97M-V functional and the def2-TZVPD basis

Each line ends with the Löwdin charge.
CARTESIAN COORDINATES (ANGSTROEM)
Pt (0.470190, 1.039582, -0.267053)  1.163
C (-1.118614, 5.181200, -0.800263)  0.012
C (-0.906715, 3.704815, -0.661418)  -0.189
N (0.386317, 3.098530, -0.598049)  -0.094
N (1.512119, 3.749571, -0.797219)  0.059
C (2.676315, 3.058567, -0.632378)  -0.609
N (3.816650, 3.660286, -0.813309)  0.227
S (2.681415, 1.351698, -0.169982)  0.835
C (-1.886631, 2.770021, -0.513069)  -0.183
C (-3.287181, 3.118523, -0.578825)  0.077
C (-4.257225, 2.161495, -0.435653)  0.018
C (-3.878204, 0.833891, -0.230005)  0.046
C (-2.517530, 0.509862, -0.149815)  -0.045
N (-1.539597, 1.407806, -0.280401)  -0.090
H (-0.189100, 5.750852, -0.793148)  0.080
H (-1.715650, 5.563530, 0.028428)  0.116
H (-1.636161, 5.423996, -1.729965)  0.117
H (1.500224, 4.728109, -1.083243)  0.187
H (3.900208, 4.638482, -1.074097)  0.171
H (4.687881, 3.153716, -0.688448)  0.155
H (-3.556939, 4.150712, -0.755269)  0.138
H (-5.304356, 2.429995, -0.480449)  0.145
H (-4.617238, 0.052684, -0.119815)  0.139
H (-2.208085, -0.505977, 0.042658)  0.113
C (-0.147189, -3.851995, -0.937333)  0.081
C (-0.043663, -3.163756, 0.478079)  -0.378
C (-0.828592, -3.908970, 1.513014)  0.032
O (-0.453962, -1.831760, 0.387121)  0.085
B (0.609944, -0.991151, 0.079521)  -0.682
O (1.796199, -1.710296, 0.121814)  0.093
C (1.608648, -2.978697, 0.655571)  -0.380
C (1.755757, -2.920502, 2.232363)  0.088
C (2.550489, -3.972486, 0.053599)  0.035
H (-1.207244, -3.796275, -1.186892)  0.124
H (0.164345, -4.889760, -0.854225)  0.120
H (0.447867, -3.329570, -1.682296)  0.113
H (-1.849154, -4.050107, 1.151758)  0.125
H (-0.885010, -3.362220, 2.451432)  0.111
H (-0.406744, -4.900556, 1.677473)  0.124
H (1.082274, -2.183557, 2.663375)  0.113
H (2.795355, -2.634010, 2.390985)  0.126
H (1.567348, -3.905634, 2.648025)  0.117
H (2.520822, -3.954400, -1.033758)  0.111
H (2.339855, -4.976505, 0.421681)  0.125
H (3.570544, -3.719743, 0.349484)  0.128

Forces on atoms 1 to 3 (eV/Å):
0.7605 0.5740 -0.1270
0.0893 -0.1290 -0.0642
0.2751 0.2926 0.0230

Values from the calculation:
2S+1   5
Net charge   +3
HOMO (alpha / beta)   -16.5 / -19.5 eV
HOMO-LUMO gap (alpha / beta)   7.18 / 6.19 eV
LUMO level (alpha / beta)   -9.3 / -13.3 eV
Expectation value of S²   6.04